Run P
Molecular formula: C4H2O2
Method: DFT, the ωB97M-V functional and the def2-TZVPD basis

Cartesian coordinates (Å):
O  -0.8597  -1.2826  0.2938
C  -1.4230  -0.2062  0.3484
C  -0.3676  0.8308  -0.0065
O  -0.3028  2.0301  0.0068
C  0.7095  -0.1570  -0.2553
C  1.8199  -0.6242  -0.3585
H  -2.4945  -0.1528  0.5014
H  2.8552  -0.4829  -0.5300

Summary:
Gap between HOMO and LUMO, eV: 8.4639
M, u: 82.06
HOMO energy, eV: -9.71
2S+1: 1
SMILES: C#CC(=O)C=O


Run Q
Molecular formula: C4H2O2
Method: DFT, the ωB97M-V functional and the def2-TZVPD basis

Cartesian coordinates (Å):
C  -1.9805  0.1021  -0.1586
C  -3.2763  0.0867  -0.2240
C  1.5852  -0.3965  0.0042
C  -0.6932  0.2609  0.1270
O  1.8588  0.7428  -0.2197
O  0.3576  -0.8195  0.1571
H  2.2363  -1.1667  0.0358
H  -0.0876  1.1901  0.2781

Summary:
Gap between HOMO and LUMO, eV: 8.5646
M, u: 82.06
HOMO energy, eV: -10.68
2S+1: 1


Question: which arrangement is favored energetically? Ranking from most to least stable: run P, run Q.